[1]
ORCA calculation (ωB97M-V/def2-TZVPD) on 13 unconnected molecules or ions with the total composition C62H78O8 at a distorted geometry.

Values from the calculation:
- Frontier orbital gap: 9.7101 eV
- Strongest force on any atom: 0.06356 hartree/bohr
- Highest occupied orbital energy: -9.07 eV
- E_LUMO: 0.6354 eV
- Energy: -3011.03851 Eh

CARTESIAN COORDINATES (ANGSTROEM)
O 4.15 1.09 0.48
O 4.64 3.75 -2.48
O -0.62 3.03 -0.70
O 2.59 1.97 -1.72
O 1.27 3.91 -2.89
O 5.67 4.27 1.52
O 3.78 5.90 -0.87
O 1.64 4.39 0.48
C -2.31 -3.55 -4.86
C 3.81 -1.82 -4.30
C 5.04 -0.20 -2.36
C 1.25 3.47 3.46
C -2.59 -2.98 -3.60
C 0.38 4.92 0.34
C 0.12 -3.05 0.77
C 1.62 2.75 -3.83
C -1.01 2.94 4.15
C 4.97 5.11 -2.84
C -1.19 -3.14 0.98
C -5.42 -3.82 0.35
C 3.07 -2.48 3.28
C -1.56 -0.86 0.29
C -0.86 1.67 3.65
C -1.64 -2.82 5.74
C -4.11 -4.81 2.65
C 4.59 -0.76 -4.68
C 3.58 -2.02 -2.88
C -7.24 0.75 -0.11
C -0.19 -0.78 -0.05
C 4.06 6.22 -2.25
C 4.65 -4.59 2.65
C 4.71 -3.43 1.84
C -6.12 1.15 -0.87
C -4.75 1.04 1.17
C -3.53 0.82 -3.70
C 3.80 -4.68 3.73
C 4.73 3.24 1.46
C -4.81 2.75 -4.37
C -2.61 3.02 -3.58
C -1.61 -3.69 6.83
C -0.29 -2.36 -3.47
C 3.87 -2.38 2.19
C 4.20 -1.20 -1.95
C 2.97 -3.63 4.03
C -3.75 3.61 -4.09
C 0.00 3.86 4.03
C -0.59 3.81 0.44
C -0.72 -5.37 5.38
C -2.03 -2.02 0.78
C 1.88 1.61 -2.87
C -1.24 -3.20 4.43
C 5.20 2.12 0.62
C 0.36 1.25 3.23
C -4.91 -3.65 2.71
C -1.52 -2.39 -2.91
C -4.61 1.37 -4.32
C -1.12 -4.96 6.64
C -2.50 1.68 -3.26
C -3.98 -5.42 1.40
C 1.40 2.20 3.07
C -5.60 -3.17 1.58
C -0.04 -2.85 -4.69
C 5.26 -0.04 -3.71
C -7.11 0.48 1.27
C -1.03 -3.56 -5.37
C -4.90 1.35 -0.20
C 0.63 -1.90 0.16
C -4.71 -5.00 0.29
C -0.76 -4.51 4.31
C -5.87 0.53 1.85
H -4.27 1.91 -0.84
H 2.46 3.15 -4.36
H 5.31 -5.49 2.37
H -1.23 -2.48 3.62
H 3.44 -2.53 -5.07
H 6.00 1.65 1.13
H -5.76 -3.34 -0.54
H -2.24 -0.04 0.03
H -0.35 2.14 -0.45
H -1.11 -5.61 7.54
H 5.31 -3.54 0.96
H 3.70 3.73 -2.19
H -3.73 -5.29 3.52
H 5.99 4.28 2.42
H 3.68 1.25 -0.40
H -0.54 -4.94 3.34
H -4.94 -3.13 3.68
H -6.24 -2.31 1.70
H 3.03 6.09 -2.65
H 4.11 -1.42 -0.86
H 0.77 -3.91 0.91
H -5.76 3.11 -4.69
H 0.05 5.57 1.15
H -1.96 3.17 4.65
H -1.60 4.30 0.53
H -0.32 3.33 1.35
H 0.23 0.04 -0.52
H 3.70 -5.64 4.23
H -2.04 -1.81 5.87
H 4.47 2.88 2.45
H 4.62 5.70 -0.44
H -8.20 0.61 -0.62
H 2.16 -3.69 4.75
H -1.55 1.33 -2.82
H 0.81 2.54 -4.55
H -5.75 0.40 2.93
H -1.68 -3.99 1.37
H 2.02 2.60 -1.24
H 2.43 0.74 -3.35
H -8.00 0.14 1.80
H 4.86 -0.69 -5.73
H -0.43 -6.41 5.26
H 3.88 -1.47 1.63
H 5.95 5.36 -2.48
H 5.56 2.53 -0.31
H 1.04 -2.80 -5.06
H 0.44 0.24 2.85
H -3.06 -4.25 -5.25
H 4.40 7.24 -2.45
H -3.56 -3.01 -3.09
H -3.82 1.18 1.70
H -6.19 1.22 -1.97
H 2.35 -1.67 3.58
H -3.49 -0.31 -3.51
H -1.76 1.06 3.75
H -5.44 0.64 -4.65
H 0.19 5.39 -0.63
H 5.91 0.76 -3.95
H 3.02 -2.89 -2.53
H -3.51 -6.39 1.32
H -1.67 -1.90 -1.93
H -1.82 3.74 -3.36
H -0.91 -4.00 -6.33
H 0.32 3.86 -2.69
H 2.05 4.20 3.38
H 2.29 1.92 2.55
H -4.61 -5.61 -0.62
H 5.44 0.47 -1.63
H 2.33 5.06 0.32
H 5.00 5.12 -3.93
H -3.89 4.68 -4.07
H 1.63 -1.85 -0.12
H 3.76 3.53 1.00
H -2.03 -3.35 7.77
H -3.11 -2.14 0.98
H 0.52 -2.04 -2.91
H 0.93 1.25 -2.44
H -0.09 4.86 4.44

***

[2]
ORCA calculation (ωB97M-V/def2-TZVPD) on 10 unconnected molecules or ions with the total composition C62H85B2FO24 at a distorted geometry.

Values from the calculation:
- Frontier orbital gap: 6.8726 eV
- Strongest force on any atom: 0.17049 hartree/bohr
- Highest occupied orbital energy: -8.34 eV
- E_LUMO: -1.4639 eV
- Energy: -4368.15560 Eh

CARTESIAN COORDINATES (ANGSTROEM)
F 0.00 4.00 -1.01
O -2.92 6.45 4.48
O 1.31 2.17 0.96
O 7.49 -0.05 0.09
O -2.70 9.16 8.20
O 8.37 -1.51 5.11
O -0.61 -1.06 -5.07
O -3.41 -2.91 0.83
O 6.80 6.35 -1.10
O 7.00 4.95 -2.89
O 2.49 0.08 1.08
O -1.99 11.33 8.17
O 2.89 2.84 -6.53
O 1.60 -2.38 -1.04
O 7.83 -3.66 4.55
O -3.87 -2.56 6.14
O -2.45 5.19 2.63
O -5.62 -5.46 -1.87
O 4.12 3.05 -4.61
O 5.37 0.07 -0.76
O -9.19 -6.22 -1.36
O -5.10 -2.77 4.22
O -7.91 -7.75 -0.25
O 0.30 -1.37 -7.15
O 1.68 -7.49 -3.86
C -1.21 1.82 -1.64
C 8.76 -3.17 6.73
C 6.99 -0.89 2.21
C -0.16 0.55 -1.77
C 0.93 -3.61 -6.94
C 0.29 -4.88 -2.65
C -2.07 -6.54 -2.42
C 1.22 4.17 -3.73
C -2.48 -2.54 6.45
C 5.30 2.61 -6.60
C 3.96 2.83 -5.95
C -0.29 3.56 -3.59
C 6.14 -0.28 0.11
C -9.99 -8.43 -1.28
C 5.46 8.00 -2.08
C -8.90 -7.47 -0.90
C 5.78 -1.08 1.33
C -3.44 8.32 7.31
C -4.69 -6.16 0.55
C 5.51 3.07 -4.30
C -0.67 6.41 3.58
C -0.64 -0.97 -1.27
C 8.10 -0.70 1.20
C -2.86 -5.37 -1.52
C -2.63 -2.75 -0.25
C -2.69 -3.00 4.15
C -0.53 -6.28 -2.96
C -0.84 3.39 -2.06
C -3.27 0.04 -0.55
C 6.49 5.92 -2.36
C -10.71 -7.67 -2.37
C -4.82 -0.12 0.04
C -7.48 -0.82 1.85
C -1.81 -3.31 5.34
C -2.20 -1.20 -0.69
C -2.63 10.42 7.68
C -3.40 10.49 6.39
C 8.25 -2.85 5.36
C -4.84 -0.09 1.70
C -2.13 6.06 3.64
C 5.42 6.77 -2.96
C -1.26 4.86 1.91
C 8.77 -1.82 7.39
C 1.35 0.73 -2.36
C -5.94 -1.11 2.38
C -0.65 -8.70 -4.60
C -4.27 9.26 6.48
C -0.03 -3.29 -5.83
C 5.94 7.44 -0.76
C -0.30 5.99 2.18
C 0.66 -2.51 -7.93
C 6.18 2.31 -5.41
C -0.15 -1.80 -5.93
C 0.30 -2.31 -1.33
C 2.02 1.26 0.27
C -2.01 -3.98 -1.17
C -2.73 1.53 -1.01
C -10.47 -6.23 -1.98
C -4.03 -2.78 4.80
C 9.00 -0.89 6.23
C -0.46 -3.74 -1.75
C 2.44 1.38 -1.31
B -4.40 -5.64 -1.01
B 0.18 -7.50 -3.83
H -5.09 1.04 2.00
H -5.20 9.51 7.01
H -5.51 0.76 -0.32
H -1.02 -3.73 -5.99
H -9.58 -9.37 -1.65
H -2.72 -3.84 3.45
H 1.87 4.13 -2.75
H 6.49 8.18 -0.18
H -11.22 -5.87 -1.27
H -0.77 -3.03 5.19
H 5.26 1.78 -7.30
H -3.99 11.40 6.34
H -0.52 7.48 3.74
H -4.68 -7.35 0.53
H -0.70 -8.59 -5.77
H 1.39 -4.67 -3.05
H -11.77 -7.92 -2.45
H -5.95 -0.97 3.56
H -1.78 -8.75 -4.23
H -10.64 -8.60 -0.41
H 8.56 0.10 6.40
H 10.07 -0.76 6.01
H -3.85 -5.83 1.30
H -5.74 -2.25 2.18
H -3.73 -0.27 2.09
H 6.87 0.02 2.81
H 6.20 8.71 -2.47
H -1.89 3.97 -2.01
H 0.74 5.70 2.07
H -1.50 4.77 0.84
H -10.24 -7.88 -3.34
H -0.17 -2.75 -8.61
H -7.83 -1.68 1.11
H 8.90 -0.07 1.60
H -5.32 -1.12 -0.31
H -2.15 -1.50 6.50
H -2.65 -7.53 -2.64
H -8.20 -0.73 2.78
H -3.46 2.44 -0.88
H 5.84 4.11 -4.25
H -1.85 -4.38 5.55
H 7.78 -1.62 7.83
H -4.54 8.85 5.51
H -2.32 -3.01 7.43
H 9.52 -1.72 8.18
H 3.45 0.75 -1.43
H -0.50 6.82 1.49
H -2.39 -2.08 3.65
H -0.17 -9.73 -4.25
H -7.52 0.24 1.29
H 1.77 -0.61 0.87
H 2.01 -8.27 -4.42
H 7.17 -1.72 2.89
H 5.60 3.53 -7.10
H 0.37 -3.58 -4.85
H 1.40 1.35 -3.38
H 9.76 -3.60 6.65
H -0.14 5.83 4.33
H -0.89 3.90 2.27
H 4.88 -0.69 1.80
H 4.50 8.52 -2.01
H 5.64 -2.13 1.04
H 4.46 6.25 -2.88
H 1.26 5.26 -4.21
H 1.96 -3.54 -6.57
H -1.01 4.32 -4.15
H -10.46 -5.57 -2.86
H -0.34 2.56 -4.22
H 5.12 7.06 -0.15
H -4.06 7.63 7.89
H 1.79 3.47 -4.52
H 8.08 -3.87 7.24
H 7.22 2.59 -5.56
H -6.37 -5.99 -1.46
H 0.79 -4.61 -7.36
H 2.73 2.49 -1.60
H 8.52 -1.65 0.86
H -5.75 -5.73 0.88
H 6.14 1.23 -5.20
H -2.70 10.43 5.55
H 5.64 7.02 -4.00
H 5.67 2.60 -3.33
H 1.55 -2.27 -8.53
H 1.78 -0.34 -2.66
H -2.73 7.75 6.71